Arrangement w

Below is a cluster of 2 separate species, H3OPS in total, with properties calculated with ωB97M-V with the def2-TZVPD basis set.

Frontier orbital gap (alpha / beta) in hartree: 0.2769 / 0.3281

CARTESIAN COORDINATES (ANGSTROEM)
O 0.235 1.193 -0.016
P -0.390 -0.274 0.338
S -2.302 -0.304 -0.147
H 0.498 1.333 -0.928
H -0.295 -0.093 1.722
H 2.254 -1.855 -0.969

Mulliken population analysis, charges in e, atoms 1 to 5: number 1, O, carries -0.46; number 2, P, carries 0.27; number 3, S, carries -0.26; number 4, H, carries 0.34; number 5, H, carries 0.09



Arrangement x

Below is an isolated molecule of H3OPS, with properties calculated with ωB97M-V with the def2-TZVPD basis set.

SMILES: O[PH2]=S
Frontier orbital gap in hartree: 0.3761

CARTESIAN COORDINATES (ANGSTROEM)
O -0.905 0.981 0.174
P 0.093 -0.421 -0.012
S 1.930 0.100 0.157
H -0.317 1.648 0.078
H -0.596 -0.939 -1.247
H -0.206 -1.368 0.850

Mulliken population analysis, charges in e, atoms 1 to 5: number 1, O, carries -0.48; number 2, P, carries 0.40; number 3, S, carries -0.37; number 4, H, carries 0.30; number 5, H, carries 0.09



Arrangement y

Below is a cluster of 2 separate species, H3OPS in total, with properties calculated with ωB97M-V with the def2-TZVPD basis set.

Frontier orbital gap (alpha / beta) in hartree: 0.2427 / 0.3191

CARTESIAN COORDINATES (ANGSTROEM)
O 0.744 0.054 0.467
P -1.634 0.274 -0.414
S 1.906 0.009 -0.475
H -1.407 1.442 0.416
H -1.663 -0.479 0.688
H 2.054 -1.300 -0.681

Mulliken population analysis, charges in e, atoms 1 to 5: number 1, O, carries -0.41; number 2, P, carries -0.01; number 3, S, carries 0.17; number 4, H, carries 0.06; number 5, H, carries 0.03



Which of them is least stable? Easy: arrangement y.



Arrangement w

Below is a cluster of 17 separate species, H34O17 in total, with properties calculated with ωB97M-V with the def2-TZVPD basis set.

Multiplicity: 2
Total charge: +1
Frontier orbital gap (alpha / beta) in hartree: 0.3374 / 0.1012
<S²>: 0.756

CARTESIAN COORDINATES (ANGSTROEM)
O 2.652 -2.552 -0.856
H 2.517 -2.005 -0.078
H 1.903 -3.164 -0.882
O 4.709 2.085 1.608
H 3.899 1.553 1.573
H 4.537 2.497 2.470
O -0.107 -3.972 0.331
H -0.762 -4.076 1.069
H -0.711 -4.416 -0.303
O 2.729 0.420 2.493
H 1.987 0.614 3.086
H 3.325 -0.038 3.095
O -1.807 0.483 -1.470
H -1.492 1.284 -1.002
H -2.330 0.664 -2.263
O -1.598 -3.308 4.791
H -1.252 -3.827 4.065
H -1.977 -2.464 4.531
O -2.056 2.309 2.845
H -2.741 1.628 2.744
H -1.775 2.253 1.898
O 1.058 2.403 -0.954
H 1.314 1.982 -0.115
H 1.265 1.710 -1.613
O 0.081 0.987 3.988
H -0.194 1.912 3.917
H -0.801 0.637 4.160
O 3.875 0.618 -2.581
H 4.773 0.709 -2.227
H 3.657 -0.050 -1.893
O -1.861 2.452 0.249
H -1.139 3.086 0.221
H -2.741 2.809 0.164
O 2.897 -4.140 -3.326
H 2.078 -3.849 -3.741
H 3.146 -3.596 -2.591
O -4.584 0.453 2.507
H -5.149 -0.319 2.650
H -4.965 0.992 1.812
O -2.265 3.354 -1.872
H -1.339 3.565 -2.053
H -2.802 4.140 -2.021
O -4.754 1.056 -2.448
H -5.179 1.892 -2.253
H -5.385 0.354 -2.287
O -0.891 -2.013 -1.254
H -0.310 -2.437 -0.471
H -0.801 -1.034 -1.321
O 2.442 -0.746 -4.295
H 2.309 -1.559 -4.821
H 2.984 -1.255 -3.670

Mulliken population analysis, charges in e, atoms 1 to 5: number 1, O, carries -0.56; number 2, H, carries 0.26; number 3, H, carries 0.32; number 4, O, carries -0.63; number 5, H, carries 0.35



Arrangement x

Below is a cluster of 17 separate species, H34O17 in total, with properties calculated with ωB97M-V with the def2-TZVPD basis set.

Multiplicity: 2
Total charge: +1
Frontier orbital gap (alpha / beta) in hartree: 0.3741 / 0.1104
<S²>: 0.756

CARTESIAN COORDINATES (ANGSTROEM)
O -3.556 0.647 1.692
H -3.216 0.763 0.787
H -3.072 1.077 2.407
O -2.093 -4.184 2.850
H -1.951 -4.526 3.742
H -1.877 -3.253 2.823
O -4.554 3.003 1.843
H -4.467 2.080 1.518
H -4.288 3.508 1.059
O -0.330 0.695 1.319
H -0.847 0.647 0.482
H -0.976 1.368 1.659
O 1.844 1.198 0.323
H 2.524 1.831 0.039
H 1.506 1.468 1.190
O 1.675 -0.789 3.341
H 1.696 -1.446 2.601
H 0.929 -1.025 3.923
O -0.862 -2.883 0.361
H -0.169 -3.444 -0.007
H -0.830 -2.263 -0.362
O 3.313 -3.439 -1.386
H 2.562 -3.865 -1.804
H 3.871 -4.108 -0.952
O -0.993 1.740 4.524
H -1.305 1.574 5.414
H -0.932 2.646 4.213
O -0.688 0.869 -4.248
H -1.060 0.837 -3.349
H -0.201 0.080 -4.556
O 4.300 2.886 -0.509
H 4.397 2.848 -1.467
H 4.283 1.982 -0.194
O -4.384 1.351 -1.152
H -4.551 0.406 -1.147
H -5.276 1.683 -1.015
O 3.050 -2.187 0.965
H 3.471 -1.643 0.283
H 3.044 -3.027 0.466
O 0.542 -1.988 -1.950
H 0.862 -1.272 -1.393
H -0.376 -1.992 -2.224
O 3.074 0.064 -3.271
H 2.310 0.550 -3.676
H 3.459 -0.342 -4.096
O 2.033 4.098 -0.981
H 2.772 3.467 -0.967
H 2.317 4.950 -1.307
O -2.107 -0.697 -2.336
H -1.804 -1.093 -3.159
H -3.068 -0.850 -2.314

Mulliken population analysis, charges in e, atoms 1 to 5: number 1, O, carries -0.66; number 2, H, carries 0.28; number 3, H, carries 0.34; number 4, O, carries -0.59; number 5, H, carries 0.31



Which of them is least stable? Easy: arrangement x.



Arrangement w

Below is a cluster of 3 separate species, C4H9NO3S in total, with properties calculated with ωB97M-V with the def2-TZVPD basis set.

Frontier orbital gap in hartree: 0.3523

CARTESIAN COORDINATES (ANGSTROEM)
C -0.856 2.568 -1.229
C -0.114 -2.346 0.278
C -1.744 3.235 -2.271
C 0.030 -2.939 1.618
N -2.703 -0.126 -1.025
O -1.179 -1.533 -2.374
O 0.295 2.355 -1.425
O 0.098 -1.194 0.073
S -1.351 -0.251 -1.713
H -1.488 2.298 -0.300
H -0.539 -3.143 -0.280
H -1.485 2.774 -3.221
H -1.439 4.255 -2.288
H -2.882 3.058 -2.054
H 0.467 -3.895 1.447
H -1.032 -2.987 1.960
H 0.675 -2.463 2.394
H -3.391 -0.761 -0.752

Mulliken population analysis, charges in e, atoms 1 to 5: number 1, C, carries 0.10; number 2, C, carries 0.35; number 3, C, carries -0.77; number 4, C, carries -1.05; number 5, N, carries -0.44



Arrangement x

Below is an isolated molecule of C4H9NO3S, with properties calculated with ωB97M-V with the def2-TZVPD basis set.

Frontier orbital gap (alpha / beta) in hartree: 0.2749 / 0.3266

CARTESIAN COORDINATES (ANGSTROEM)
C -1.251 1.302 -0.083
C 3.199 -1.257 -0.917
C -0.222 0.261 0.397
C 2.086 0.303 0.937
N -2.590 0.792 -0.242
O 4.716 -0.071 0.850
O 3.693 1.308 -0.940
O 1.075 0.858 0.357
S 3.657 0.166 -0.084
H -1.278 2.128 0.632
H -0.913 1.697 -1.044
H 3.222 -2.171 -0.363
H 2.449 -1.130 -1.674
H -0.448 -0.084 1.415
H -0.220 -0.610 -0.275
H 1.918 -0.551 1.590
H -2.954 0.424 0.629
H -2.623 0.053 -0.936

Mulliken population analysis, charges in e, atoms 1 to 5: number 1, C, carries -0.57; number 2, C, carries -0.78; number 3, C, carries -0.39; number 4, C, carries -0.26; number 5, N, carries -0.60



Which of them is least stable? Easy: arrangement x.



Arrangement w

Below is a cluster of 2 separate species, C4H15N2O2 in total, with properties calculated with ωB97M-V with the def2-TZVPD basis set.

Multiplicity: 2
Total charge: +2
Frontier orbital gap (alpha / beta) in hartree: 0.4007 / 0.1955
<S²>: 0.754

CARTESIAN COORDINATES (ANGSTROEM)
N 1.031 0.007 0.030
C 0.041 -0.713 0.887
C -0.493 0.189 2.046
O 0.428 1.281 2.045
C -1.181 -1.327 0.198
N -1.189 -1.047 -1.307
C -1.878 0.181 -1.786
H 1.995 0.187 0.343
H 0.603 0.871 -0.313
H 1.195 -0.543 -0.825
H 0.611 -1.530 1.327
H -0.526 -0.278 3.045
H -1.463 0.636 1.795
H 0.340 1.800 2.848
H -1.107 -2.429 0.256
H -2.147 -1.138 0.644
H -1.637 -1.876 -1.722
H -1.778 0.980 -1.054
H -2.972 0.067 -1.906
H -1.474 0.412 -2.769
H 3.952 2.059 -0.731
H 4.117 0.837 -1.810
O 3.533 1.375 -1.240

Mulliken population analysis, charges in e, atoms 1 to 5: number 1, N, carries -0.33; number 2, C, carries 0.18; number 3, C, carries -0.68; number 4, O, carries -0.54; number 5, C, carries -0.78



Arrangement x

Below is a cluster of 2 separate species, C4H15N2O2 in total, with properties calculated with ωB97M-V with the def2-TZVPD basis set.

Multiplicity: 2
Total charge: +2
Frontier orbital gap (alpha / beta) in hartree: 0.4520 / 0.2398
<S²>: 0.754

CARTESIAN COORDINATES (ANGSTROEM)
N -1.541 0.076 -1.115
C -0.465 0.981 -1.658
C 1.073 0.511 -1.459
N 1.237 -0.676 -0.666
C 1.403 -0.460 0.773
C 0.702 -1.530 1.615
O -0.640 -1.075 1.783
H -1.159 -0.867 -1.036
H -2.419 0.200 -1.621
H -1.619 0.322 -0.107
H -0.582 1.194 -2.721
H -0.653 1.938 -1.159
H 1.415 0.293 -2.467
H 1.641 1.406 -1.137
H 1.946 -1.306 -1.059
H 2.494 -0.424 0.999
H 1.053 0.534 1.054
H 1.304 -1.695 2.519
H 0.519 -2.455 1.057
H -1.122 -1.740 2.292
H -1.208 0.817 1.542
H -1.988 2.306 1.493
O -1.392 1.650 1.075

Mulliken population analysis, charges in e, atoms 1 to 5: number 1, N, carries -0.14; number 2, C, carries -0.59; number 3, C, carries -0.47; number 4, N, carries 0.00; number 5, C, carries -0.36



Which of them is least stable? Easy: arrangement w.